Formula: C38H40N2P2Y
Source: OMol25
Level of theory: ωB97M-V with the def2-TZVPD basis set

Atoms and positions in Å:
Y  0.0147  0.0725  -0.3683
C  2.4704  3.5316  -0.1381
P  0.8107  2.9327  -0.5931
C  0.4536  4.0712  -1.9895
C  -0.2406  3.4598  0.8228
C  0.3077  4.2099  1.8641
C  -0.4341  4.5256  2.9904
C  -1.7478  4.0976  3.0968
C  -2.3134  3.3633  2.0687
C  -1.5795  3.0377  0.9283
P  -2.2948  2.0233  -0.4089
C  -2.9960  3.2409  -1.5829
C  -3.8294  1.3300  0.2804
H  2.7975  3.0958  0.8046
H  2.4942  4.6204  -0.0807
H  3.1602  3.2069  -0.9184
H  0.2485  5.0898  -1.6598
H  -0.3649  3.7118  -2.6084
H  1.3516  4.0853  -2.6102
H  1.3318  4.5487  1.8094
H  0.0181  5.1021  3.7860
H  -2.3318  4.3357  3.9758
H  -3.3404  3.0368  2.1589
H  -3.7529  3.8553  -1.0935
H  -3.4627  2.6917  -2.4025
H  -2.2322  3.8963  -1.9915
H  -4.5444  2.1073  0.5494
H  -3.6155  0.7034  1.1459
H  -4.2734  0.7007  -0.4913
C  5.4443  0.5451  -1.5973
C  4.1657  0.3614  -2.1580
C  3.0595  0.3456  -1.3539
C  3.1444  0.4891  0.0591
C  1.9792  0.4239  0.9066
C  2.1993  0.5829  2.2558
C  3.4831  0.7926  2.8111
C  4.5809  0.8362  2.0043
C  4.4428  0.6767  0.6039
C  5.5738  0.7030  -0.2474
H  6.3149  0.5591  -2.2385
H  4.0623  0.2389  -3.2283
H  2.1051  0.1951  -1.8724
H  1.3610  0.5436  2.9478
H  3.5923  0.9103  3.8821
H  5.5711  0.9864  2.4169
H  6.5521  0.8476  0.1954
C  2.3202  -6.3846  -0.4176
C  1.8588  -4.9630  -0.4548
C  2.6346  -3.9151  0.0238
C  2.1589  -2.6202  -0.0257
N  0.9569  -2.2737  -0.5190
C  0.2092  -3.2983  -0.9738
C  0.6102  -4.6153  -0.9648
H  3.3514  -6.4597  -0.0794
H  2.2405  -6.8396  -1.4051
H  1.6917  -6.9657  0.2591
H  3.6153  -4.0953  0.4433
H  2.7685  -1.8215  0.3652
H  -0.7662  -3.0513  -1.3644
H  -0.0607  -5.3691  -1.3552
C  -2.5323  -2.6526  3.5410
C  -3.0353  -3.3417  2.4449
C  -2.8679  -2.8706  1.1538
C  -2.1893  -1.6665  0.9227
C  -1.6978  -0.9741  2.0457
C  -1.8543  -1.4618  3.3334
N  -1.8516  -1.1369  -0.3047
C  -2.4997  -1.3446  -1.5026
C  -1.7541  -1.1701  -2.6890
C  -2.3461  -1.2615  -3.9406
C  -3.6965  -1.5495  -4.0521
C  -4.4418  -1.7467  -2.8946
C  -3.8646  -1.6450  -1.6410
H  -2.6725  -3.0394  4.5405
H  -3.5643  -4.2736  2.5977
H  -3.2441  -3.4450  0.3176
H  -1.2212  0.0110  1.9387
H  -1.4607  -0.9004  4.1709
H  -0.6632  -1.0509  -2.6664
H  -1.7410  -1.1311  -4.8286
H  -4.1623  -1.6352  -5.0236
H  -5.4959  -1.9810  -2.9716
H  -4.4700  -1.7822  -0.7550

Atomic forces in eV per Å
0.20 -0.11 -0.36
0.04 -0.06 -0.04
-0.11 0.10 0.02
0.02 -0.02 -0.03
0.08 0.07 -0.02
0.02 0.00 -0.02
-0.01 0.00 -0.01
0.00 0.00 0.01
-0.03 0.01 -0.02
-0.08 0.01 0.02
0.06 0.07 -0.06
0.00 0.00 -0.06
0.05 -0.06 0.03
-0.01 0.00 -0.01
-0.03 0.01 0.00
0.01 0.01 0.01
-0.01 -0.02 0.05
0.04 0.00 0.02
-0.01 0.00 -0.02
0.02 -0.01 0.01
0.01 0.01 0.01
0.00 0.00 0.00
-0.01 -0.01 0.01
0.01 -0.04 0.05
0.01 0.02 -0.01
-0.04 -0.02 0.02
0.02 0.03 -0.01
-0.02 0.00 0.00
0.00 0.00 0.00
0.06 0.02 0.06
-0.10 0.06 -0.07
0.04 -0.08 -0.06
0.01 -0.01 0.13
-0.01 0.09 0.10
-0.11 -0.01 -0.01
0.05 0.04 0.07
-0.01 0.00 0.04
-0.09 0.00 -0.08
0.02 0.01 -0.05
0.01 0.00 -0.01
-0.01 -0.01 0.00
0.02 -0.01 0.12
0.01 -0.01 0.00
0.00 0.00 0.00
0.01 0.00 0.01
0.01 0.00 0.00
0.02 -0.03 0.01
-0.05 0.14 -0.01
-0.06 -0.08 -0.02
0.05 0.17 0.07
0.18 -0.38 -0.05
-0.16 0.09 -0.08
0.06 -0.02 0.04
0.00 -0.01 0.00
0.01 -0.01 0.00
0.01 -0.01 0.00
0.00 0.00 0.00
-0.01 0.02 -0.01
0.01 0.03 0.01
-0.01 -0.01 0.00
0.01 0.01 0.04
-0.02 -0.03 0.00
0.05 0.03 -0.09
0.03 -0.02 0.25
0.00 0.05 0.07
0.01 -0.05 -0.01
0.07 0.06 -0.03
-0.05 -0.02 -0.09
-0.06 0.03 0.06
-0.05 0.05 -0.02
0.01 0.01 -0.02
0.00 0.00 0.00
0.02 0.03 -0.01
0.00 0.01 0.01
-0.01 -0.01 0.00
0.00 0.00 -0.01
-0.10 -0.07 -0.05
0.00 0.00 0.01
-0.12 -0.02 0.08
0.00 0.00 0.00
0.01 0.00 -0.01
-0.01 0.00 0.01
0.00 -0.01 0.01

The charge is +1.

Results of the Mulliken charge analysis, in e, for atoms 1 through 4:
1 Y -1.70
2 C -1.77
3 P 1.77
4 C -1.55

Formula: C5H13N2O2
Source: OMol25
Level of theory: ωB97M-V with the def2-TZVPD basis set

Atoms and positions in Å:
O  -1.8991  -1.7457  -1.2309
C  -0.9797  -1.2829  -0.6238
C  -1.0512  -0.0290  0.3121
C  0.1452  0.1053  1.2273
C  1.3816  0.5321  0.4037
C  2.1972  -0.4079  -0.0982
N  1.6710  1.8827  0.5314
N  -2.4072  -0.3348  0.9794
H  -0.0385  -1.9534  -0.5530
H  -1.1238  0.8639  -0.3621
H  -0.0906  0.9665  1.8500
H  0.4872  -0.8102  1.7071
H  2.0639  -1.4900  0.0319
H  3.0895  -0.1666  -0.6202
H  2.5743  2.1379  0.1526
H  1.3600  2.3719  1.3576
H  -2.6772  0.4923  1.5216
H  -2.3535  -1.1258  1.6080
H  -3.1460  -0.3528  0.2627
H  0.9919  0.0518  -2.5721
H  -0.2363  0.4240  -3.3146
O  0.0413  -0.1292  -2.5706

Atomic forces in eV per Å
-0.78 0.86 0.38
1.91 -2.06 0.16
-0.30 -1.34 -2.16
0.38 0.75 -1.00
0.30 -0.70 1.67
-0.60 -0.36 0.05
-0.10 -0.19 -1.19
0.32 2.89 0.07
-0.84 1.45 -0.05
-0.38 -0.65 0.81
0.18 -0.44 0.85
-0.71 0.06 0.51
-0.43 0.67 -0.16
0.75 0.43 -0.23
-0.22 0.29 0.34
0.23 -0.11 -0.21
0.13 -0.21 0.42
-0.29 -0.50 -0.13
0.33 -1.05 -0.04
0.00 -0.28 0.35
-0.40 -0.24 0.05
0.50 0.72 -0.49

The charge is +1.

Results of the Mulliken charge analysis, in e, for atoms 1 through 4:
1 O -0.47
2 C 0.00
3 C 0.10
4 C -1.11

Formula: C23H53F3O15PS5
Source: OMol25
Level of theory: ωB97M-V with the def2-TZVPD basis set

Atoms and positions in Å:
C  5.4422  -2.6765  2.2140
C  4.5891  -3.3340  1.1256
P  3.6107  -2.0426  0.2328
C  3.0180  -2.9517  -1.2713
C  2.1554  -1.8680  1.2615
C  1.0802  -1.0181  0.5715
C  -0.3314  -1.6458  0.5372
C  -0.4356  -3.0160  -0.0146
F  -0.6006  -3.1290  -1.3547
C  -0.4657  -4.1418  0.6722
F  -0.2883  -4.2350  1.9671
F  -0.7217  -5.3358  0.1559
H  6.0293  -3.4215  2.7599
H  4.8067  -2.1303  2.9125
H  6.1374  -1.9596  1.7694
H  3.9110  -4.0551  1.5992
H  5.2232  -3.8831  0.4212
H  3.0692  -2.2997  -2.1435
H  3.6705  -3.8091  -1.4634
H  1.9909  -3.3056  -1.1638
H  2.5170  -1.3183  2.1396
H  0.9545  -0.0687  1.1074
H  1.3578  -0.7484  -0.4558
H  -0.9710  -1.0197  -0.1027
H  -0.7716  -1.6589  1.5350
O  1.9679  0.5757  -2.6805
S  2.4866  1.7667  -3.2699
O  1.8834  3.0335  -2.9794
O  2.5287  1.5614  -4.8550
C  1.3191  1.0703  -5.4719
C  0.2324  2.1178  -5.5872
C  4.2167  1.8674  -2.9923
H  0.9742  0.1963  -4.9166
H  1.6388  0.7338  -6.4572
H  -0.1360  2.4221  -4.6096
H  -0.6078  1.7153  -6.1518
H  0.6079  3.0072  -6.0954
H  4.6663  0.9074  -3.2295
H  4.3483  2.0950  -1.9356
H  4.6267  2.6657  -3.6057
O  -1.1418  0.3666  3.1747
S  -2.1750  1.3516  3.1550
O  -1.9451  2.6469  3.7224
O  -3.4912  0.7169  3.7872
C  -3.3869  0.1181  5.0982
C  -3.3506  1.1485  6.2080
C  -2.7826  1.5347  1.5155
H  -2.5123  -0.5340  5.1229
H  -4.2725  -0.5094  5.1751
H  -2.4417  1.7469  6.1704
H  -3.3908  0.6405  7.1726
H  -4.2016  1.8257  6.1289
H  -2.9772  0.5478  1.1048
H  -1.9979  2.0334  0.9499
H  -3.6828  2.1430  1.5391
O  7.0706  3.8713  -0.4205
S  7.1373  3.0663  0.7647
O  6.1054  2.1236  1.0401
O  7.3323  4.0319  2.0157
C  6.3606  5.0921  2.1819
C  5.0308  4.5945  2.7085
C  8.6993  2.2627  0.8497
H  6.2488  5.6185  1.2326
H  6.8297  5.7727  2.8903
H  4.5261  3.9538  1.9880
H  4.3849  5.4471  2.9222
H  5.1712  4.0196  3.6236
H  9.4840  2.9894  0.6597
H  8.6890  1.4924  0.0815
H  8.8027  1.8117  1.8328
O  -3.0526  2.4830  -5.6788
S  -4.4679  2.6906  -5.6712
O  -5.1798  2.6802  -4.4317
O  -5.1346  1.6588  -6.6796
C  -4.7893  0.2601  -6.5158
C  -5.4724  -0.3813  -5.3275
C  -4.8649  4.1607  -6.5509
H  -3.7040  0.1711  -6.4534
H  -5.1117  -0.2019  -7.4468
H  -5.1160  0.0358  -4.3875
H  -5.2650  -1.4516  -5.3278
H  -6.5508  -0.2294  -5.3768
H  -4.3417  4.1539  -7.5028
H  -4.5282  4.9901  -5.9328
H  -5.9417  4.2034  -6.6894
O  -5.2425  -1.9448  4.1936
S  -5.6164  -3.3245  4.0916
O  -5.6866  -4.1184  5.2806
O  -4.7122  -4.0319  3.0092
C  -3.2633  -3.8885  3.1326
C  -2.6844  -4.7287  4.2474
C  -7.1450  -3.4606  3.2304
H  -3.0264  -2.8313  3.2539
H  -2.8803  -4.2059  2.1666
H  -3.0193  -4.3848  5.2251
H  -1.5976  -4.6640  4.2084
H  -2.9822  -5.7716  4.1359
H  -7.0889  -2.8708  2.3199
H  -7.9137  -3.0723  3.8948
H  -7.3266  -4.5094  3.0120

Atomic forces in eV per Å
0.11 -0.12 -0.22
-0.06 -0.19 0.28
0.25 0.41 -0.22
0.01 -0.20 -0.04
-0.09 0.09 -0.21
0.39 -0.11 0.33
0.02 0.15 -0.21
-0.17 -0.11 0.28
-0.05 0.02 -0.26
0.02 0.38 -0.41
-0.09 -0.01 0.64
0.10 -0.42 -0.26
-0.05 0.05 0.12
0.02 -0.05 0.08
-0.03 0.03 0.02
-0.10 0.04 -0.13
0.04 0.12 -0.07
-0.05 0.04 0.01
-0.02 -0.01 0.01
0.01 -0.09 0.08
-0.10 -0.13 0.15
-0.08 0.10 -0.14
-0.13 -0.03 -0.06
-0.13 -0.03 0.09
0.16 0.06 0.09
-0.24 -0.01 0.03
0.22 -0.06 0.00
-0.03 0.01 0.00
0.03 0.18 -0.03
-0.22 -0.23 -0.13
0.12 0.10 0.10
0.08 0.04 0.01
0.03 0.03 0.05
0.09 0.03 0.02
-0.01 -0.02 0.01
0.00 -0.02 -0.02
-0.01 -0.02 -0.03
-0.03 -0.02 0.04
-0.02 -0.06 0.02
-0.03 0.01 0.00
0.19 0.04 0.19
-0.34 -0.21 -0.14
0.06 0.03 0.04
0.00 0.23 -0.12
-0.11 -0.16 0.44
0.15 0.13 -0.11
0.00 0.03 -0.05
0.06 0.05 -0.07
0.26 0.26 -0.03
0.01 0.01 0.02
-0.03 -0.03 -0.01
-0.03 -0.03 0.02
0.02 -0.01 0.01
0.02 -0.02 0.00
0.01 0.00 0.01
-0.04 0.01 -0.07
0.08 0.01 0.09
-0.07 0.00 -0.08
0.07 -0.06 0.01
-0.20 0.22 0.03
0.02 -0.12 -0.04
0.05 0.01 0.02
0.03 -0.07 -0.03
0.07 -0.06 0.00
0.01 0.01 -0.01
0.03 0.02 0.01
0.00 0.03 0.02
-0.01 0.01 0.00
-0.03 0.00 0.00
-0.02 -0.02 -0.01
0.03 0.01 0.07
-0.05 -0.04 -0.12
0.01 0.03 0.04
-0.09 0.07 0.04
0.11 -0.30 0.00
-0.04 0.13 0.06
0.00 0.03 -0.04
0.00 0.08 0.03
-0.03 0.08 -0.03
0.02 -0.01 -0.01
0.00 -0.01 -0.03
0.00 -0.03 -0.02
0.00 -0.01 0.00
0.01 -0.02 0.01
0.00 0.00 0.01
-0.19 -0.20 -0.06
-0.04 -0.30 -0.32
0.01 0.06 0.08
-0.11 0.02 0.15
0.42 0.08 -0.01
-0.13 -0.01 0.08
-0.04 0.02 -0.04
-0.07 0.03 0.01
-0.12 -0.01 -0.04
0.00 0.02 0.00
0.00 0.01 -0.06
0.04 -0.01 -0.03
0.01 -0.01 0.00
0.02 0.01 0.01
0.01 0.00 0.01

The charge is -1.

Results of the Mulliken charge analysis, in e, for atoms 1 through 4:
1 C -1.15
2 C -0.72
3 P 0.35
4 C -1.03

Formula: C2H11N3O
Source: OMol25
Level of theory: ωB97M-V with the def2-TZVPD basis set

Atoms and positions in Å:
N  0.8750  -5.2168  1.8120
C  0.7460  -5.7803  0.5029
N  0.3479  -4.8137  -0.5143
H  -0.0027  -4.9305  2.2272
H  1.2912  -5.8690  2.4644
H  1.7105  -6.2195  0.2098
H  0.1454  -6.6933  0.3478
H  -0.2116  -5.2819  -1.2077
H  1.1462  -4.3288  -0.8914
N  -1.6455  5.5990  -0.4191
C  -0.2507  5.8987  -0.7672
O  -0.0880  7.3285  -0.7354
H  -1.6333  5.1580  0.4849
H  -2.1780  6.4458  -0.4020
H  0.2597  5.5189  0.1067
H  0.1088  5.5748  -1.7354
H  -0.6210  7.6101  -1.4832

Atomic forces in eV per Å
-0.11 0.14 0.55
0.83 -1.07 -1.52
-0.42 -0.13 0.97
-0.16 0.06 -0.31
0.15 -0.05 -0.14
0.38 0.34 0.46
-0.74 0.43 0.59
0.19 0.26 -0.35
-0.12 0.01 -0.25
0.61 -1.06 -0.99
-1.13 1.46 1.52
0.21 -0.45 -0.19
-0.50 0.16 0.16
-0.31 0.26 0.18
1.16 -0.22 -0.49
-0.17 -0.65 -0.07
0.13 0.50 -0.13

The charge is 0.

Results of the Mulliken charge analysis, in e, for atoms 1 through 4:
1 N -0.60
2 C -0.32
3 N -0.57
4 H 0.22

Here are the calculated LUMO level numbers, same order: -2.5; -3.6; 1.7; 1.1 (eV).
Here are the calculated energy relative to the best compared isomer or geometry (same formula, charge and spin) numbers, same order: 72.2; 202.5; 0.0; 70.9 (kJ/mol).